Entry 1:
ORCA calculation (wB97M-V/def2-TZVPD) on the molecule C4H7NO in a non-equilibrium geometry.

Output
Kohn-Sham gap	10.2	eV
2S+1	1
highest occupied orbital energy	-9.21	eV

Positions of all 13 atoms, in Å:
C  1.120  -0.239  -0.816
O  0.515  1.015  -1.090
C  -0.631  1.237  -0.279
C  -0.481  0.215  0.929
N  -1.058  -0.898  0.180
C  0.382  -0.841  0.357
H  2.175  -0.041  -0.577
H  1.069  -0.910  -1.680
H  -0.735  2.284  -0.013
H  -1.503  0.966  -0.919
H  -0.523  0.213  2.043
H  -1.583  -1.557  0.719
H  0.821  -1.663  0.915

=====

Entry 2:
ORCA calculation (wB97M-V/def2-TZVPD) on the molecule C4H7NO.

Output
Kohn-Sham gap	9.6	eV
2S+1	1
highest occupied orbital energy	-8.98	eV

Positions of all 13 atoms, in Å:
C  0.144  -0.012  2.098
N  0.413  -0.629  0.818
C  0.773  0.282  0.019
C  -0.033  0.434  -1.208
C  -0.493  -0.731  -1.948
O  -1.366  -0.076  -1.058
H  -0.760  0.590  1.901
H  0.910  0.684  2.475
H  -0.118  -0.797  2.788
H  1.395  1.133  0.340
H  -0.026  1.438  -1.623
H  -0.713  -0.619  -3.004
H  -0.127  -1.696  -1.599

=====

Entry 3:
ORCA calculation (wB97M-V/def2-TZVPD) on the molecule C4H7NO.

Output
Kohn-Sham gap	10.9	eV
2S+1	1
highest occupied orbital energy	-9.98	eV

Positions of all 13 atoms, in Å:
C  -0.039  1.539  0.170
C  0.012  0.058  -0.124
C  1.311  -0.556  -0.529
O  1.397  -1.568  -1.189
C  -0.784  -0.921  0.681
N  -1.211  -0.528  -0.647
H  -0.269  2.106  -0.738
H  -0.828  1.746  0.897
H  0.909  1.907  0.579
H  2.210  -0.062  -0.106
H  -0.370  -1.920  0.803
H  -1.359  -0.537  1.519
H  -0.979  -1.262  -1.314

=====

Entry 4:
ORCA calculation (wB97M-V/def2-TZVPD) on a cluster of 3 separate species, C4H7NO in total in a non-equilibrium geometry.

Output
Kohn-Sham gap	10.6	eV
2S+1	1
highest occupied orbital energy	-10.25	eV

Positions of all 13 atoms, in Å:
C  -0.018  -1.460  0.839
C  -0.531  -1.889  -0.313
C  -0.546  -1.054  -1.484
N  -0.553  -0.370  -2.419
H  -0.018  -2.102  1.715
H  0.395  -0.462  0.948
H  -0.966  -2.878  -0.423
H  2.151  1.059  1.807
H  1.508  1.394  1.630
C  -0.354  1.944  -0.583
O  -0.569  1.781  0.595
H  -1.156  2.206  -1.295
H  0.658  1.831  -1.016

=====

Entry 5:
ORCA calculation (wB97M-V/def2-TZVPD) on a cluster of 2 separate species, C4H7NO in total in a non-equilibrium geometry.

Output
Kohn-Sham gap (alpha / beta)	7.8 / 7.9	eV
2S+1	1
highest occupied orbital energy (alpha / beta)	-7.17 / -7.17	eV

Positions of all 13 atoms, in Å:
N  -2.133  0.256  1.083
C  -0.359  -0.482  -0.752
O  -1.119  -0.581  -1.616
C  0.671  -0.248  0.114
C  1.589  0.942  -0.391
C  2.043  -0.429  -0.609
H  -2.460  -0.164  1.948
H  -2.957  0.436  0.515
H  0.501  -0.455  1.164
H  1.176  1.388  -1.308
H  -1.741  1.162  1.326
H  2.760  -0.863  0.092
H  2.029  -0.962  -1.568

=====

Entry 6:
ORCA calculation (wB97M-V/def2-TZVPD) on the molecule C4H7NO in a non-equilibrium geometry.

Output
Kohn-Sham gap	10.3	eV
2S+1	1
highest occupied orbital energy	-9.54	eV

Positions of all 13 atoms, in Å:
O  1.990  0.645  0.111
C  0.809  0.232  -0.558
C  -0.245  1.277  -0.235
N  -1.083  0.939  0.655
C  -1.232  -0.501  0.409
C  0.158  -1.061  -0.003
H  1.759  0.734  1.048
H  1.078  0.180  -1.615
H  -0.388  2.226  -0.723
H  -1.909  -0.585  -0.461
H  -1.800  -0.777  1.280
H  0.706  -1.457  0.859
H  0.157  -1.851  -0.767

=====

Entry 7:
ORCA calculation (wB97M-V/def2-TZVPD) on the molecule C4H7NO in a non-equilibrium geometry.

Output
Kohn-Sham gap	9.9	eV
2S+1	1
highest occupied orbital energy	-8.97	eV

Positions of all 13 atoms, in Å:
O  -1.471  -0.811  1.100
C  -1.079  -0.096  -0.047
C  -0.216  1.158  0.159
N  0.992  0.668  -0.560
C  1.284  -0.656  -0.101
C  0.050  -0.681  -0.930
H  -0.702  -1.247  1.488
H  -2.005  0.079  -0.595
H  0.036  1.427  1.183
H  -0.619  2.029  -0.366
H  1.215  -0.756  0.980
H  2.170  -1.113  -0.528
H  0.346  0.000  -1.783

=====

Entry 8:
ORCA calculation (wB97M-V/def2-TZVPD) on the molecule C4H7NO in a non-equilibrium geometry.

Output
Kohn-Sham gap	9.1	eV
2S+1	1
highest occupied orbital energy	-8.71	eV

Positions of all 13 atoms, in Å:
C  1.233  0.491  -1.219
N  0.206  0.227  -0.244
C  -0.674  1.075  0.463
C  -1.214  -0.905  1.067
C  -0.102  -1.042  0.131
O  0.474  -2.091  -0.058
H  2.123  -0.060  -0.903
H  0.923  0.113  -2.201
H  1.459  1.556  -1.284
H  -0.949  1.982  -0.136
H  -0.514  1.349  1.493
H  -0.831  -1.241  2.055
H  -2.135  -1.455  0.837

=====

Entry 9:
ORCA calculation (wB97M-V/def2-TZVPD) on a structure of composition C4H7NO.

Output
Kohn-Sham gap	9.8	eV
2S+1	1
highest occupied orbital energy	-8.98	eV

Positions of all 13 atoms, in Å:
O  -1.205  -1.408  -0.852
C  -1.020  -0.123  -0.339
C  -0.564  0.062  1.134
C  0.597  0.996  0.700
N  1.379  -0.270  -0.403
C  0.255  0.621  -0.732
H  -0.354  -1.858  -0.753
H  -1.924  0.448  -0.565
H  -0.273  -0.853  1.659
H  -1.270  0.614  1.765
H  1.668  0.166  0.667
H  2.185  0.155  -0.875
H  0.392  1.240  -1.618

=====

Entry 10:
ORCA calculation (wB97M-V/def2-TZVPD) on a structure of composition C4H7NO in a non-equilibrium geometry.

Output
Kohn-Sham gap	11.2	eV
2S+1	1
highest occupied orbital energy	-10.12	eV

Positions of all 13 atoms, in Å:
C  0.166  1.113  -1.535
C  0.256  0.051  0.040
C  -0.236  0.616  1.383
C  0.151  -1.432  -0.167
N  1.189  0.727  -0.909
O  -0.863  0.408  -0.863
H  0.106  1.793  -2.415
H  0.616  0.653  2.035
H  -1.039  0.057  1.675
H  -0.560  1.587  1.284
H  0.279  -1.780  -1.202
H  -0.838  -1.769  0.094
H  0.774  -2.022  0.579

=====

Entry 11:
ORCA calculation (wB97M-V/def2-TZVPD) on the molecule C4H7NO in a non-equilibrium geometry.

Output
Kohn-Sham gap	11.6	eV
2S+1	1
highest occupied orbital energy	-10.95	eV

Positions of all 13 atoms, in Å:
C  -0.586  -1.174  -0.561
C  -0.277  0.324  -0.465
C  0.594  0.814  -1.543
N  1.342  1.241  -2.316
C  0.426  0.663  0.864
O  -0.399  0.299  1.949
H  -1.339  -1.389  -1.323
H  0.313  -1.756  -0.784
H  -0.984  -1.491  0.407
H  -1.215  0.891  -0.514
H  0.628  1.740  0.907
H  1.392  0.140  0.886
H  0.059  -0.355  2.483

=====

Entry 12:
ORCA calculation (wB97M-V/def2-TZVPD) on the molecule C4H7NO in a non-equilibrium geometry.

Output
Kohn-Sham gap	10.5	eV
2S+1	1
highest occupied orbital energy	-9.44	eV

Positions of all 13 atoms, in Å:
C  -1.286  1.802  0.707
C  -0.186  1.496  0.333
C  1.076  1.025  -0.256
O  1.263  -0.357  -0.196
C  -0.019  -1.410  -0.696
N  -0.540  -1.722  0.536
H  -2.245  2.126  1.000
H  1.906  1.507  0.283
H  1.115  1.384  -1.300
H  0.670  -2.160  -1.078
H  -0.734  -0.958  -1.385
H  0.244  -1.651  1.207
H  -1.264  -1.082  0.845

=====

Entry 13:
ORCA calculation (wB97M-V/def2-TZVPD) on the molecule C4H7NO.

Output
Kohn-Sham gap	10.8	eV
2S+1	1
highest occupied orbital energy	-9.83	eV

Positions of all 13 atoms, in Å:
N  2.218  -0.263  0.035
C  1.038  0.419  -0.071
O  1.016  1.566  -0.482
C  -0.204  -0.288  0.404
C  -1.339  -0.481  -0.590
C  -1.429  0.583  0.448
H  2.230  -1.265  0.111
H  3.034  0.192  -0.352
H  -0.035  -0.998  1.214
H  -1.151  -0.166  -1.613
H  -1.991  -1.349  -0.500
H  -2.121  0.443  1.271
H  -1.265  1.607  0.126

=====

Entry 14:
ORCA calculation (wB97M-V/def2-TZVPD) on the molecule C4H7NO in a non-equilibrium geometry.

Output
Kohn-Sham gap	11.6	eV
2S+1	1
highest occupied orbital energy	-10.79	eV

Positions of all 13 atoms, in Å:
N  -2.091  1.941  0.123
C  -1.690  0.859  0.211
C  -1.148  -0.505  0.305
C  0.053  -0.717  -0.632
C  1.193  0.214  -0.281
O  1.452  0.176  1.123
H  -0.823  -0.669  1.334
H  -1.954  -1.212  0.082
H  0.349  -1.769  -0.582
H  -0.259  -0.515  -1.666
H  2.117  -0.056  -0.820
H  0.897  1.226  -0.578
H  1.871  1.011  1.365

=====

Entry 15:
ORCA calculation (wB97M-V/def2-TZVPD) on a cluster of 2 separate species, C4H7NO in total.

Output
Kohn-Sham gap	8.0	eV
2S+1	1
highest occupied orbital energy	-7.80	eV

Positions of all 13 atoms, in Å:
C  -0.837  -0.954  0.622
C  -0.185  0.314  -1.012
C  0.268  1.402  -0.042
O  1.311  0.656  0.590
C  1.144  -0.519  -0.075
N  0.878  -0.423  -1.410
H  -0.694  -2.030  0.467
H  -1.851  -0.728  0.274
H  -0.775  -0.692  1.685
H  -1.090  0.398  -1.619
H  -0.458  1.684  0.722
H  0.657  2.275  -0.572
H  1.633  -1.384  0.369

=====

Entry 16:
ORCA calculation (wB97M-V/def2-TZVPD) on the molecule C4H7NO in a non-equilibrium geometry.

Output
Kohn-Sham gap	10.3	eV
2S+1	1
highest occupied orbital energy	-9.28	eV

Positions of all 13 atoms, in Å:
O  -1.576  -0.495  -2.026
N  -1.148  -1.211  -0.888
C  -0.394  -0.467  -0.201
C  0.396  0.766  -0.498
C  0.860  0.836  0.978
C  0.239  -0.581  1.169
H  -2.160  -1.127  -2.460
H  1.072  0.077  -1.035
H  0.035  1.655  -1.033
H  1.940  0.948  1.117
H  0.379  1.589  1.620
H  0.946  -1.385  1.384
H  -0.588  -0.604  1.873

=====

Entry 17:
ORCA calculation (wB97M-V/def2-TZVPD) on the molecule C4H7NO.

Output
Kohn-Sham gap	10.5	eV
2S+1	1
highest occupied orbital energy	-9.77	eV

Positions of all 13 atoms, in Å:
C  -0.472  -1.421  0.267
C  -0.004  -0.016  -0.038
C  -1.061  0.841  -0.690
O  -1.538  0.572  -1.767
C  1.027  0.688  0.750
N  1.360  0.109  -0.553
H  -0.892  -1.863  -0.639
H  0.371  -2.034  0.598
H  -1.249  -1.424  1.040
H  -1.401  1.743  -0.134
H  0.944  1.773  0.826
H  1.483  0.204  1.611
H  1.432  0.826  -1.272

=====

Entry 18:
ORCA calculation (wB97M-V/def2-TZVPD) on the molecule C4H7NO.

Output
Kohn-Sham gap	7.9	eV
2S+1	1
highest occupied orbital energy	-7.17	eV

Positions of all 13 atoms, in Å:
C  0.319  0.152  1.645
C  0.759  -0.765  -0.670
C  -0.673  -0.770  -1.243
C  -0.787  0.591  -0.646
O  -1.302  1.638  -0.911
N  0.442  0.461  0.212
H  1.303  -0.137  2.011
H  -0.065  1.019  2.181
H  -0.342  -0.701  1.755
H  1.507  -0.443  -1.395
H  -0.828  -0.714  -2.326
H  -1.342  -1.537  -0.840
H  1.014  1.305  0.099

=====

Entry 19:
ORCA calculation (wB97M-V/def2-TZVPD) on the molecule C4H7NO in a non-equilibrium geometry.

Output
Kohn-Sham gap	10.2	eV
2S+1	1
highest occupied orbital energy	-9.47	eV

Positions of all 13 atoms, in Å:
O  -1.989  -0.816  0.602
C  -1.035  -0.070  -0.103
C  -0.220  1.208  0.307
N  0.781  0.825  -0.724
C  1.530  -0.234  -0.112
C  0.219  -0.731  -0.562
H  -1.536  -1.461  1.155
H  -1.565  0.298  -0.985
H  0.174  1.179  1.334
H  -0.693  2.176  0.117
H  1.847  -0.163  0.924
H  2.310  -0.554  -0.803
H  0.176  -1.655  -1.152

=====

What are the electronic energy values for these records? In order: -286.5168; -286.4871; -286.5631; -286.5077; -286.4554; -286.5477; -286.4490; -286.4983; -286.4260; -286.5306; -286.5913; -286.4842; -286.6037; -286.5936; -286.4053; -286.4999; -286.5540; -286.4818; -286.4943 Ha.
What are the energy relative to the best compared isomer or geometry (same formula, charge and spin) values for these records? In order: 301.6; 379.5; 180.0; 325.5; 462.6; 220.5; 479.4; 350.1; 539.9; 265.4; 105.9; 387.1; 73.4; 100.0; 594.4; 345.8; 203.8; 393.4; 360.5 kJ/mol.